32
Properties=species:S:1:pos:R:3:forces:R:3:lowdin_charge:R:1 method="wB97M-V/def2-TZVPD" molar_mass_g_mol=188.22 energy_ha=-688.12348 smiles="NC(N)=O.CO.CO.CO.CO" homo_ev=-9.664 e_above_lowest_kcal_mol=87.2 gap_ev=10.0
N 1.104619 -4.350634 -0.459020 -1.95 1.67 -3.79 0.17
C 1.752256 -4.909032 0.507266 -0.13 1.84 6.24 -0.79
N 2.455125 -5.925412 0.149690 2.11 -3.16 -1.69 0.16
O 1.736976 -4.565657 1.703608 -0.44 0.30 -0.77 -0.01
H 1.413701 -4.700094 -1.354812 -0.75 0.77 -0.25 0.10
H 0.567844 -3.495908 -0.421429 0.35 -0.34 0.34 0.12
H 2.454838 -6.091962 -0.846495 0.84 -0.98 0.53 0.11
H 3.028480 -6.360470 0.858262 -0.04 -0.09 -0.60 0.13
C -3.658237 -1.323390 3.380234 1.38 -0.66 0.41 -0.18
O -3.739759 -0.639886 2.158066 -0.42 0.50 -0.36 -0.12
H -4.617185 -1.670468 3.765003 0.05 0.17 0.11 0.08
H -2.958764 -2.150791 3.260834 -0.34 -0.70 -0.07 0.07
H -3.085802 -0.743591 4.104282 -0.65 0.61 0.07 0.08
H -4.387390 -1.112679 1.630211 0.05 0.12 -0.21 0.07
C 2.095379 1.192285 -4.190588 0.30 0.66 -0.44 -0.15
O 3.032660 2.119729 -4.776946 -0.26 -0.53 -0.10 -0.13
H 1.102175 1.609432 -4.356814 -0.02 0.08 0.46 0.07
H 2.072322 0.219015 -4.680798 0.35 -0.09 0.01 0.07
H 2.359359 1.096124 -3.137410 -0.40 -0.17 0.04 0.07
H 3.650394 1.626178 -5.321379 0.03 0.05 0.04 0.06
C 0.259403 0.723667 1.165698 0.56 0.20 0.23 -0.17
O -0.671849 1.520942 0.475414 -0.57 -0.10 -0.11 -0.12
H 1.233731 1.105196 0.860388 0.10 -0.34 0.17 0.08
H 0.149569 0.826974 2.245221 0.11 0.13 0.16 0.08
H 0.159988 -0.339886 0.948712 0.10 -0.08 -0.28 0.07
H -1.526327 1.153799 0.713459 -0.37 0.22 -0.14 0.06
C -1.184059 6.187089 0.421924 0.09 -1.27 -2.32 -0.13
O -0.007640 5.399843 0.060929 -0.11 0.96 0.85 -0.14
H -1.028120 7.011432 1.117798 0.30 -0.66 0.34 0.08
H -1.506817 6.621950 -0.524021 -0.05 0.58 -0.04 0.06
H -1.998952 5.485534 0.600413 -0.06 0.30 1.03 0.07
H -0.257919 4.480669 -0.057700 -0.17 0.00 0.16 0.05

---

59
Properties=species:S:1:pos:R:3:forces:R:3:lowdin_charge:R:1 method="wB97M-V/def2-TZVPD" molar_mass_g_mol=568.38 energy_ha=-1704.80919 homo_ev="-3.610 / -3.435" e_above_lowest_kcal_mol=96.0 gap_ev="3.2 / 3.0"
Y 0.373883 0.557967 -0.382766 -0.10 -2.03 1.10 1.43
O 4.191497 2.475886 0.617757 0.08 0.22 0.16 0.17
C 2.993863 1.929218 0.657849 0.30 -0.13 -0.09 -0.47
O 2.218293 1.987798 -0.275429 0.39 0.53 0.20 0.00
C 2.733209 1.216397 1.954811 -0.12 -0.27 0.19 -0.08
O 1.525481 0.500043 1.865035 0.08 0.42 -0.17 -0.17
C 0.619390 0.649644 2.984339 -0.33 -0.11 0.36 -0.15
C -0.881043 2.114940 1.871291 -0.16 -0.36 1.01 -0.66
O -1.014851 3.023760 2.659379 0.02 0.07 -0.32 0.09
O -0.774637 2.117168 0.611482 -0.37 0.88 0.16 -0.13
H 4.287056 2.959510 -0.216828 0.04 -0.06 -0.05 0.15
H 2.695964 1.963765 2.753278 0.03 0.06 -0.04 0.15
H 3.569234 0.545185 2.165355 0.06 0.02 -0.07 0.16
H 0.871054 1.571471 3.526495 0.12 -0.02 -0.06 0.14
H 0.751995 -0.200959 3.643928 -0.01 -0.05 -0.05 0.13
N 0.274666 -2.964221 -0.852395 0.12 0.28 0.21 0.10
C 1.501549 -2.452684 -1.231425 0.54 -0.42 -0.39 -0.32
C 2.422065 -3.363876 -1.728726 -0.63 0.14 0.27 -0.08
C 3.704183 -2.959219 -2.127340 0.64 0.34 -0.15 -0.15
C 3.998547 -1.587913 -2.031962 -0.13 -0.40 -0.01 -0.15
C 3.044789 -0.736502 -1.549555 0.54 0.35 -0.14 -0.22
N 1.780540 -1.109546 -1.109197 -0.52 -0.14 0.26 -0.09
C -0.954299 -2.426169 -0.505255 -0.80 -0.59 -0.02 -0.32
C -1.993803 -3.317245 -0.287104 0.72 0.25 -0.15 -0.07
C -3.281349 -2.856284 0.000249 -0.63 0.17 0.18 -0.14
C -3.481381 -1.460375 0.034255 0.21 -0.24 0.02 -0.13
C -2.417005 -0.635333 -0.167863 -0.68 0.24 0.03 -0.21
N -1.122252 -1.067154 -0.409787 0.61 -0.31 -0.07 -0.10
H 0.237300 -3.962110 -0.946693 -0.01 -0.09 0.00 0.12
H 2.128888 -4.404641 -1.808765 -0.03 0.02 0.01 0.09
H 4.427818 -3.664627 -2.509804 -0.03 -0.01 0.02 0.08
H 4.962552 -1.202099 -2.338421 -0.02 0.06 0.00 0.09
H 3.255647 0.325848 -1.507751 0.02 -0.02 -0.06 0.06
H -1.790607 -4.380273 -0.353856 0.01 0.01 -0.02 0.10
H -4.098396 -3.543444 0.169046 0.03 0.00 0.00 0.08
H -4.461051 -1.044510 0.227766 0.02 0.07 -0.01 0.09
H -2.546735 0.442788 -0.155275 -0.03 -0.03 0.02 0.08
N 1.544600 3.269878 -4.906286 -0.26 0.05 -0.01 0.19
C 0.377714 2.789100 -5.384031 0.48 0.01 0.11 -0.48
N 0.031667 3.092873 -6.652733 -0.08 0.15 0.22 0.17
N -0.397533 1.986074 -4.711391 -0.60 -0.16 -0.48 0.14
C -0.169590 1.573713 -3.513233 0.12 -0.22 0.49 -0.25
N -0.069142 1.145080 -2.435740 -0.22 0.94 -2.07 0.09
H 2.030201 4.010422 -5.378832 0.09 -0.04 0.01 0.11
H 1.757828 3.097841 -3.938150 0.10 0.04 -0.01 0.11
H 0.418825 3.915561 -7.080807 0.01 -0.06 -0.10 0.11
H -0.906559 2.836496 -6.913261 0.02 -0.02 -0.05 0.12
N -0.709362 0.712388 2.459025 0.58 0.54 -0.43 0.01
C -1.774852 0.236551 3.255754 -0.36 -0.17 0.12 -0.21
C -1.627770 -0.782560 4.198181 0.13 0.03 -0.10 -0.02
C -2.717628 -1.237936 4.924627 -0.08 0.02 -0.01 -0.09
C -3.978123 -0.701131 4.726857 0.02 0.00 0.07 -0.10
C -4.135427 0.300081 3.780059 -0.01 -0.02 -0.02 -0.08
C -3.053245 0.762206 3.055342 0.11 0.09 -0.03 -0.02
H -0.672857 -1.257247 4.373317 0.02 0.01 -0.02 0.10
H -2.571870 -2.023734 5.654761 0.01 -0.01 -0.02 0.10
H -4.820663 -1.050132 5.308784 -0.01 -0.02 -0.04 0.10
H -5.113156 0.728799 3.600698 0.01 0.02 0.00 0.10
H -3.195110 1.553474 2.330944 -0.04 -0.02 0.00 0.12